15
Properties=species:S:1:pos:R:3:nbo_charge:R:1 method="wB97M-V/def2-TZVPD" total_energy_ev=-40160.199 homo_lumo_gap_ev=8.93 homo_ha=-0.202 charge=-1
C 0.3534 -1.6907 -1.2490 -0.68
C 0.2443 -0.8757 0.0013 0.34
F -0.5149 -1.5148 0.9711 -0.34
Cl 1.9179 -0.8239 0.6573 -0.06
C -0.2301 0.5527 -0.1535 0.24
O 0.7552 1.4079 -0.6487 -0.73
F -1.3290 0.4238 -1.0797 -0.38
S -0.6786 1.3134 1.4173 2.40
O 0.3973 0.9857 2.3216 -1.00
O -0.6405 2.7037 1.0777 -1.04
O -2.0049 0.8341 1.7679 -0.99
H -0.6040 -1.4690 -1.8178 0.24
H 0.4648 -2.7808 -1.1711 0.23
H 1.3576 -1.4437 -1.7237 0.24
H 0.5113 2.3771 -0.3706 0.53